236
Properties=species:S:1:pos:R:3 method="wB97M-V/def2-TZVPD" e_homo_ev=-13.769 orbital_gap_ev=3.1 charge=+4 lumo_ev=-10.71
C 0.71 -4.24 0.89
C 1.41 -3.98 2.23
C 0.60 -4.78 3.34
C 0.92 -6.25 3.53
C 2.42 -6.39 3.79
C 3.29 -5.96 2.60
N 2.88 -4.50 2.21
O 3.78 -3.94 1.37
C 3.10 -7.00 1.39
C 4.75 -5.95 3.12
C 1.47 -2.47 2.66
H -0.35 -4.00 0.81
H 0.79 -5.31 0.70
H 1.22 -3.72 0.08
H -0.47 -4.60 3.30
H 0.86 -4.36 4.31
H 0.51 -6.94 2.80
H 0.45 -6.55 4.47
H 2.63 -7.42 4.04
H 2.67 -5.81 4.67
H 3.56 -7.98 1.56
H 3.57 -6.63 0.49
H 2.06 -7.25 1.16
H 4.96 -7.02 3.23
H 4.83 -5.53 4.12
H 5.42 -5.44 2.42
H 2.08 -1.83 2.02
H 1.88 -2.39 3.67
H 0.55 -1.89 2.70
C -0.57 2.19 -3.00
C 0.22 3.19 -2.17
C 1.27 2.51 -1.34
C 2.26 3.52 -0.74
C 3.07 4.21 -1.87
C 2.23 4.95 -2.83
N 0.92 4.19 -3.16
O 0.31 4.55 -4.40
C 2.93 5.30 -4.17
C 1.85 6.36 -2.10
C -0.74 4.06 -1.37
H -1.01 1.36 -2.45
H 0.02 1.66 -3.75
H -1.46 2.61 -3.47
H 1.81 1.77 -1.94
H 0.85 1.91 -0.54
H 2.94 3.01 -0.06
H 1.76 4.27 -0.12
H 3.54 3.44 -2.47
H 3.81 4.77 -1.30
H 2.45 6.16 -4.65
H 2.97 4.46 -4.85
H 3.88 5.69 -3.79
H 1.03 6.84 -2.64
H 2.67 7.07 -1.98
H 1.39 6.12 -1.14
H -1.31 4.81 -1.92
H -0.24 4.62 -0.58
H -1.45 3.45 -0.82
C -7.74 -0.58 1.23
C -7.47 0.95 1.47
C -7.60 1.26 2.95
C -6.39 0.90 3.77
C -5.09 1.49 3.27
C -4.77 1.34 1.72
N -6.11 1.34 0.92
O -5.97 1.61 -0.44
C -4.10 -0.08 1.40
C -3.91 2.54 1.19
C -8.53 1.77 0.75
H -7.43 -1.09 0.31
H -8.81 -0.76 1.28
H -7.24 -1.21 1.98
H -8.51 0.98 3.49
H -7.63 2.34 3.12
H -6.30 -0.18 3.83
H -6.54 1.21 4.81
H -4.26 1.12 3.87
H -5.01 2.53 3.57
H -3.25 -0.27 2.05
H -3.82 -0.13 0.34
H -4.79 -0.92 1.52
H -4.35 3.52 1.01
H -3.43 2.31 0.23
H -3.12 2.90 1.85
H -8.66 1.34 -0.25
H -8.32 2.81 0.51
H -9.52 1.84 1.21
C -4.85 -5.21 1.92
C -4.86 -5.20 0.36
N -3.56 -5.29 -0.28
C -2.61 -6.22 0.00
C -1.52 -5.93 -0.88
N -1.84 -4.91 -1.68
C -3.07 -4.45 -1.33
C -1.05 -4.39 -2.85
H -5.81 -4.87 2.30
H -4.05 -4.63 2.38
H -4.79 -6.23 2.32
H -5.38 -4.31 0.00
H -5.46 -6.03 -0.01
H -2.87 -7.03 0.67
H -0.60 -6.45 -1.12
H -3.55 -3.57 -1.74
H -1.65 -3.95 -3.66
H -0.54 -5.29 -3.19
H -0.34 -3.64 -2.50
C 7.90 0.96 -1.68
C 7.41 0.13 -2.89
N 6.09 -0.36 -2.66
C 4.98 0.43 -2.71
C 3.86 -0.42 -2.59
N 4.32 -1.63 -2.18
C 5.68 -1.64 -2.39
C 3.44 -2.79 -1.89
H 8.98 1.10 -1.74
H 7.89 0.48 -0.70
H 7.40 1.93 -1.68
H 8.11 -0.68 -3.11
H 7.49 0.83 -3.72
H 5.07 1.48 -2.98
H 2.80 -0.20 -2.59
H 6.35 -2.46 -2.22
H 3.90 -3.75 -2.15
H 2.51 -2.68 -2.45
H 3.17 -2.65 -0.84
C 4.43 3.76 5.25
C 3.46 3.30 4.15
N 3.93 2.00 3.71
C 4.08 0.85 4.49
C 4.40 -0.20 3.63
N 4.50 0.34 2.34
C 4.24 1.67 2.41
C 4.88 -0.39 1.10
H 3.93 4.52 5.84
H 5.30 4.27 4.84
H 4.80 2.95 5.89
H 3.40 3.93 3.26
H 2.45 3.03 4.46
H 3.97 0.95 5.56
H 4.63 -1.23 3.85
H 4.30 2.29 1.52
H 4.14 -0.21 0.33
H 4.88 -1.47 1.23
H 5.87 0.00 0.86
C -4.23 8.63 -0.97
C -3.18 8.29 -2.04
N -3.24 6.94 -2.66
C -2.55 6.46 -3.79
C -3.05 5.18 -3.97
N -3.91 4.82 -2.96
C -3.97 5.91 -2.15
C -4.62 3.58 -2.87
H -4.13 9.66 -0.65
H -4.19 7.92 -0.14
H -5.23 8.63 -1.42
H -2.15 8.36 -1.71
H -3.25 8.87 -2.97
H -1.80 7.07 -4.27
H -2.76 4.48 -4.75
H -4.61 5.94 -1.28
H -5.69 3.77 -2.83
H -4.19 3.08 -2.00
H -4.43 2.92 -3.72
C -1.19 3.21 9.44
C 0.33 3.43 9.20
N 0.99 2.44 8.34
C 1.97 1.48 8.70
C 2.10 0.63 7.67
N 1.25 1.03 6.62
C 0.56 2.14 7.03
C 1.02 0.41 5.37
H -1.09 2.26 9.97
H -1.82 3.21 8.55
H -1.65 3.94 10.11
H 0.83 3.38 10.16
H 0.54 4.42 8.78
H 2.39 1.50 9.70
H 2.74 -0.24 7.59
H -0.13 2.60 6.34
H 1.58 -0.51 5.17
H 1.30 1.17 4.63
H -0.02 0.09 5.33
C 3.26 -3.69 -7.00
C 2.71 -2.75 -5.91
N 1.30 -2.51 -5.84
C 0.32 -2.99 -6.73
C -0.93 -2.48 -6.42
N -0.70 -1.73 -5.26
C 0.63 -1.65 -5.01
C -1.72 -1.12 -4.42
H 2.76 -4.66 -7.04
H 4.34 -3.81 -6.88
H 3.09 -3.28 -7.99
H 3.23 -1.79 -5.91
H 2.96 -3.29 -4.99
H 0.63 -3.52 -7.61
H -1.92 -2.57 -6.83
H 1.03 -1.08 -4.19
H -1.53 -1.18 -3.35
H -2.62 -1.74 -4.51
H -1.92 -0.07 -4.63
C -4.76 -0.27 -3.09
C -5.80 -1.09 -2.27
O -5.40 -1.73 -1.25
O -6.99 -0.97 -2.53
H -5.19 0.67 -3.44
H -4.58 -0.89 -3.96
H -3.85 -0.06 -2.52
C 3.51 -7.44 -2.73
C 2.18 -7.04 -2.04
O 1.94 -5.82 -1.87
O 1.36 -7.86 -1.60
H 3.68 -6.71 -3.52
H 3.33 -8.37 -3.26
H 4.36 -7.34 -2.05
C -0.74 1.77 2.57
C -0.45 3.27 2.88
O -1.35 4.06 3.23
O 0.61 3.84 2.48
H 0.19 1.19 2.58
H -1.23 1.69 1.60
H -1.45 1.40 3.30
C 1.87 2.10 -6.72
C 2.87 1.58 -5.67
O 3.93 1.07 -6.13
O 2.61 1.73 -4.45
H 1.94 1.45 -7.59
H 2.25 3.11 -6.90
H 0.86 2.13 -6.32
C -1.02 -1.12 -0.19
C 0.43 -1.04 -0.82
O 1.33 -0.62 -0.12
O 0.58 -1.34 -1.99
H -1.50 -0.14 -0.19
H -1.05 -1.20 0.90
H -1.72 -1.82 -0.65